1.
The following is a DFT calculation (wB97M-V/def2-TZVPD) of a molecular structure, C2H3NO3 at a distorted geometry.

Computed properties:
HOMO level = -9.83 eV
LUMO energy = 0.257 eV
orbital gap = 10.09 eV

```
! wB97M-V def2-TZVPD RIJCOSX def2/J DEFGRID3
* xyz 0 1
O 2.486 0.092 -0.819
C 1.290 0.215 -0.805
N 0.323 -0.324 -0.014
C -1.372 -0.351 0.745
O -1.623 0.889 0.696
O -1.806 -1.356 1.109
H 0.837 0.563 -1.839
H 0.696 -1.048 0.606
H -0.831 1.320 0.321
*
```

Löwdin atomic charge list, values in e, 8 entries: 0.018 -0.485 0.057 -0.408 0.196 0.243 0.142 0.094


2.
The following is a DFT calculation (wB97M-V/def2-TZVPD) of a molecular structure, C43H39NO4S3Y at a distorted geometry.

Computed properties:
⟨S²⟩ = 0.7685
HOMO level (spin up / spin down) = -4.16 / -7.28 eV
LUMO energy (spin up / spin down) = 0.081 / 0.118 eV
orbital gap (spin up / spin down) = 4.24 / 7.39 eV

```
! wB97M-V def2-TZVPD RIJCOSX def2/J DEFGRID3
* xyz 0 2
Y 1.895 0.554 -1.712
O 2.254 -1.066 -0.262
N 2.734 -2.225 -0.670
C 3.045 -3.128 0.280
C 3.563 -4.361 -0.020
C 3.740 -4.708 -1.362
C 3.380 -3.803 -2.328
C 2.889 -2.532 -1.996
S 2.535 -1.433 -3.252
H 2.855 -2.793 1.289
H 3.838 -5.045 0.767
H 4.137 -5.669 -1.641
H 3.470 -4.020 -3.381
C -2.543 -6.590 -3.233
C -1.972 -5.358 -2.606
C -1.502 -5.404 -1.298
C -0.997 -4.271 -0.693
C -0.969 -3.079 -1.400
C -1.419 -3.014 -2.704
C -1.924 -4.155 -3.301
S -0.349 -1.615 -0.558
O -0.070 -0.647 -1.684
C -1.926 -1.072 0.138
C -3.215 -1.503 -0.184
C -4.286 -0.995 0.511
C -4.117 -0.060 1.563
C -5.202 0.476 2.278
C -5.003 1.412 3.267
C -3.715 1.860 3.566
C -2.633 1.360 2.886
C -2.804 0.378 1.890
C -1.717 -0.142 1.148
C -0.352 0.369 1.348
C 0.468 -0.060 2.426
C 0.127 -1.186 3.198
C 0.925 -1.580 4.244
C 2.075 -0.855 4.559
C 2.455 0.221 3.792
C 1.684 0.627 2.689
C 2.065 1.706 1.854
C 1.325 2.026 0.738
C 0.120 1.350 0.490
S -0.779 1.678 -1.037
O 0.326 2.196 -1.920
C -1.721 3.095 -0.432
C -3.072 2.826 -0.265
C -3.918 3.808 0.208
C -3.426 5.076 0.501
C -4.365 6.160 0.926
C -2.066 5.325 0.344
C -1.211 4.339 -0.117
H -1.978 -7.467 -2.926
H -2.531 -6.518 -4.317
H -3.574 -6.726 -2.907
H -1.537 -6.340 -0.759
H -0.627 -4.301 0.321
H -1.362 -2.075 -3.233
H -2.286 -4.110 -4.317
H -3.373 -2.229 -0.969
H -5.290 -1.298 0.253
H -6.202 0.138 2.040
H -5.845 1.812 3.814
H -3.569 2.600 4.338
H -1.634 1.704 3.108
H -0.770 -1.737 2.949
H 0.657 -2.448 4.828
H 2.670 -1.146 5.411
H 3.354 0.771 4.032
H 2.954 2.269 2.096
H 1.605 2.859 0.099
H -3.450 1.847 -0.516
H -4.969 3.594 0.338
H -5.248 5.737 1.399
H -4.683 6.727 0.049
H -3.889 6.848 1.619
H -1.670 6.303 0.580
H -0.159 4.537 -0.252
C 4.294 2.765 -3.136
C 4.612 2.164 -1.750
C 5.998 1.484 -1.812
C 4.646 3.281 -0.685
O 3.657 1.224 -1.392
H 4.966 3.590 -3.373
H 3.263 3.133 -3.150
H 4.407 1.989 -3.895
H 6.777 2.205 -2.052
H 5.995 0.697 -2.565
H 6.213 1.025 -0.850
H 5.544 3.884 -0.777
H 4.625 2.814 0.298
H 3.778 3.927 -0.783
*
```

Löwdin atomic charge list, values in e, 8 entries: 1.222 -0.279 -0.178 -0.008 -0.052 -0.063 -0.098 -0.642


3.
The following is a DFT calculation (wB97M-V/def2-TZVPD) of 2 unconnected molecules or ions with the total composition C5H8O4 at a distorted geometry.

Computed properties:
HOMO level = -0.25 eV
LUMO energy = 6.864 eV
orbital gap = 7.11 eV

```
! wB97M-V def2-TZVPD RIJCOSX def2/J DEFGRID3
* xyz -2 1
C -0.866 -0.992 -2.150
C 0.565 -1.199 -1.977
O 1.066 -1.717 -0.978
O 1.274 -1.161 -2.964
H -1.206 -0.028 -1.801
H -1.389 -1.555 -1.260
H -0.969 -1.600 -2.921
C 0.517 1.451 1.653
C 1.351 0.133 1.855
C -1.003 1.191 1.484
O -1.554 0.307 2.134
O -1.543 2.087 0.815
H 0.622 2.086 2.587
H 0.919 2.022 0.785
H 1.660 -0.096 2.869
H 2.244 0.219 1.182
H 0.786 -0.674 1.308
*
```

Löwdin atomic charge list, values in e, 8 entries: -0.047 -0.904 -0.093 -0.106 0.073 0.107 0.008 -0.200


no.,total energy (eV)
1,-9753.18422
2,-88454.01118
3,-13503.19224